This record from the Open Molecules 2025 dataset describes an isolated ion of composition C5H11IN and charge +1 in a non-equilibrium geometry. The level of theory is the ωB97M-V functional and the def2-TZVPD basis.

Calculated values
- Frontier orbital gap (spin up / spin down): 0.2269 / 0.3366 Ha
- Energy relative to the best compared isomer or geometry (same formula, charge and spin): 512.00 kJ/mol
- Net charge: +1
- Highest occupied orbital energy (spin up / spin down): -0.412 / -0.465 hartree
- LUMO level (spin up / spin down): -5.03 / -3.50 eV

Geometry as XYZ:
```
18
C5H11IN | the Open Molecules 2025 dataset | the ωB97M-V functional and the def2-TZVPD basis
H 0.205 0.455 -1.218
H 1.680 2.279 -0.517
H 0.345 2.206 0.511
N 0.780 0.219 -0.336
H -1.792 -1.700 -0.020
C -2.744 -0.601 1.013
H 1.463 -1.252 -1.422
H 2.508 -0.722 -0.034
C 1.191 1.553 0.153
C 1.962 -0.456 -0.871
H 2.476 0.225 -1.518
H 0.402 -1.381 1.161
C -0.031 -0.611 0.535
H 1.758 1.613 1.053
H -1.580 -0.311 -0.768
H -2.772 -0.814 2.123
I -4.437 -0.036 -0.088
C -1.415 -0.668 0.244
```